Entry 1:
A cluster of 2 separate species, C2H8NO in total in a non-equilibrium geometry. Source: the OMol25 dataset; level of theory: the ωB97M-V functional and the def2-TZVPD basis.

The geometry in XYZ format:
```
12
Properties=species:S:1:pos:R:3:forces:R:3:nbo_charge:R:1
C -2.187 -0.408 -1.712 -2.84 -1.97 -0.20 -0.4407
C 0.124 -0.877 -1.839 -2.28 0.84 0.13 0.1508
N -1.083 -1.122 -2.264 2.95 -1.25 0.02 -0.3824
H -2.986 -0.221 -2.459 0.78 -0.05 0.24 0.2645
H -2.642 -1.050 -0.948 -0.09 0.16 -0.05 0.2486
H -1.868 0.466 -1.266 0.68 1.82 0.71 0.2356
H 0.338 -0.226 -0.987 -0.71 0.23 -0.33 0.2284
H 0.984 -1.173 -2.331 1.35 -1.60 -1.02 0.2275
H -1.225 -1.980 -2.879 0.15 1.82 0.48 0.4679
H 3.817 1.548 5.162 -0.61 0.09 0.27 0.4745
H 2.947 2.638 5.933 -1.67 -0.18 0.42 0.4747
O 3.780 2.406 5.590 2.28 0.09 -0.68 -0.9492
```
Forces are in eV/Å.

Values from the calculation:
energy above the lowest of the compared OMol25 structures with the same formula, charge and spin: 1.907 eV
frontier orbital gap: 7.19 eV
HOMO: -13.2 eV
net charge: +1

=====

Entry 2:
A structure of composition C6H14N3O2 in a non-equilibrium geometry. Source: the OMol25 dataset; level of theory: the ωB97M-V functional and the def2-TZVPD basis.

The geometry in XYZ format:
```
25
Properties=species:S:1:pos:R:3:forces:R:3:nbo_charge:R:1
C -0.690 -0.300 1.156 -0.62 -1.52 1.71 -0.3178
C 1.179 0.999 0.304 -0.66 0.63 -0.94 -0.2906
C 0.008 -0.291 2.506 1.66 -0.62 3.14 -0.1120
C 1.720 0.980 1.707 2.32 2.98 0.71 -0.1161
C -2.177 0.473 -2.712 2.71 -2.60 -0.43 -0.6104
C -1.471 -0.502 -1.687 -1.38 -2.97 0.04 -0.0941
N 1.956 -1.494 -1.124 1.41 0.73 -1.27 -0.2623
N 1.299 -1.589 -0.188 -0.22 -1.05 1.24 0.1518
N 0.209 -0.083 0.035 0.82 -0.66 -0.09 0.0967
O 0.765 0.864 2.737 1.04 0.52 -1.81 -0.4929
O -0.424 0.271 -1.110 0.45 0.95 -0.92 -0.3637
H -1.193 -1.305 1.192 0.20 1.04 -0.90 0.2569
H -1.361 0.545 1.115 -0.63 -0.01 0.05 0.2476
H 0.689 1.964 0.113 -0.38 -0.42 0.12 0.2498
H 1.917 0.946 -0.511 0.17 -0.19 0.52 0.2451
H -0.616 -0.149 3.442 -0.47 -1.27 -1.64 0.2584
H 0.762 -1.170 2.742 -1.80 1.03 -0.96 0.1942
H 2.609 0.310 1.775 -0.79 -0.03 0.43 0.1880
H 2.142 2.070 1.851 -0.46 -2.15 -0.31 0.2374
H -2.493 1.351 -2.287 -0.88 2.01 1.44 0.2217
H -1.403 0.778 -3.486 -1.10 -0.70 0.69 0.2292
H -3.019 -0.064 -3.113 -0.19 -0.09 -0.54 0.2370
H -1.056 -1.472 -2.258 -0.59 2.26 1.12 0.1923
H -2.146 -1.004 -0.824 1.15 1.62 -2.03 0.1961
H 2.795 -2.126 -1.377 -1.75 0.52 0.66 0.4578
```
Forces are in eV/Å.

Values from the calculation:
energy above the lowest of the compared OMol25 structures with the same formula, charge and spin: 5.821 eV
frontier orbital gap (alpha / beta): 9.10 / 9.10 eV
HOMO (alpha / beta): -13.7 / -13.7 eV
net charge: +1

=====

Entry 3:
A structure of composition C38H55NO2P2Sc in a non-equilibrium geometry. Source: the OMol25 dataset; level of theory: the ωB97M-V functional and the def2-TZVPD basis.

The geometry in XYZ format:
```
99
Properties=species:S:1:pos:R:3:forces:R:3:lowdin_charge:R:1
Sc 1.615 -1.766 -2.066 -1.46 2.31 0.11 1.0936
C 0.134 -2.003 -0.104 0.85 -0.55 0.73 -0.2391
C 0.411 -3.261 -0.734 0.91 0.69 0.70 -0.3015
C 2.423 -2.363 0.044 -1.09 -0.82 0.15 -0.2931
C 1.382 -1.427 0.337 -0.69 -1.04 0.05 -0.2487
C 1.823 -3.506 -0.606 -0.04 0.60 0.43 -0.3163
C -1.201 -1.623 0.447 -0.48 0.50 -0.14 -0.0035
H -2.020 -1.909 -0.233 0.21 0.17 0.33 0.0879
H -1.274 -0.548 0.675 -0.12 -0.26 -0.10 0.0715
H -1.364 -2.143 1.417 0.23 0.15 -0.58 0.1186
C 1.486 -0.207 1.196 0.05 0.72 -0.04 -0.0032
H 1.403 -0.403 2.287 0.00 -0.25 -0.64 0.1198
H 0.677 0.496 0.952 0.20 -0.15 0.20 0.0762
H 2.442 0.314 1.037 -0.22 -0.11 0.08 0.0923
C 3.821 -2.274 0.554 0.54 0.15 -0.04 -0.0123
H 3.834 -2.017 1.627 -0.09 -0.03 -0.43 0.1103
H 4.380 -1.494 0.021 0.15 -0.10 0.24 0.0890
H 4.361 -3.222 0.440 -0.15 0.33 -0.02 0.0797
C 2.509 -4.782 -0.965 0.04 -0.50 -0.19 -0.0231
H 1.942 -5.622 -0.525 0.37 0.24 -0.20 0.1072
H 3.537 -4.802 -0.577 -0.37 -0.10 -0.17 0.0809
H 2.552 -4.961 -2.053 0.04 -0.06 0.29 0.0839
C -0.608 -4.203 -1.280 -0.18 -0.18 -0.22 -0.0183
H -0.940 -4.937 -0.528 0.14 0.27 -0.16 0.1123
H -0.202 -4.773 -2.125 -0.20 0.03 0.10 0.0848
H -1.491 -3.640 -1.606 0.09 -0.27 -0.01 0.0845
C -1.116 3.134 -1.383 -0.97 0.01 0.35 -0.0854
C -2.004 2.150 -1.184 0.10 0.55 0.57 -0.0795
C -2.137 0.839 -1.900 -0.13 -0.40 0.17 -0.1688
C -1.908 0.838 -3.429 -0.82 -0.66 -0.28 -0.1587
C -0.454 0.523 -3.780 1.32 -1.65 -0.09 -0.4579
C 0.589 0.651 -2.709 1.53 -3.96 0.56 -0.2887
C 0.938 1.834 -1.921 0.61 1.41 0.33 -0.2065
C 0.053 3.053 -2.296 0.36 -0.26 -0.26 -0.1739
H -3.137 0.433 -1.643 0.42 0.29 -0.50 0.1310
H -2.282 1.757 -3.907 0.12 -0.15 0.26 0.1223
H -1.442 0.112 -1.449 -0.14 0.17 -0.22 0.0799
H -0.324 2.927 -3.317 0.27 -0.02 0.10 0.0571
H -1.213 4.060 -0.824 -0.11 -0.32 0.36 0.1108
H -2.675 2.222 -0.317 0.22 0.49 -0.45 0.0866
H 0.664 3.965 -2.332 -0.32 -0.13 0.31 0.1190
H 0.909 1.613 -0.836 -0.30 0.47 -0.48 0.1031
H 1.515 0.121 -3.054 -0.09 0.86 -0.33 -0.0564
H 1.995 2.099 -2.114 -0.18 -0.02 0.02 0.1120
H -2.479 -0.022 -3.853 0.04 0.83 0.19 0.1218
H -0.452 -0.582 -4.054 -0.07 0.48 0.44 0.1034
P 0.268 0.968 -5.374 -2.04 0.59 0.52 0.8720
C 0.229 2.707 -5.712 0.39 0.47 -0.47 -0.1634
C -0.853 0.254 -6.595 0.33 -0.17 -0.49 -0.1591
P 2.449 -1.294 -4.755 0.30 0.69 -2.63 0.8662
C 1.938 0.369 -5.528 0.49 -0.27 0.27 -0.4321
C 1.669 -2.302 -6.096 -0.05 -0.28 0.37 -0.2664
C 4.132 -1.132 -5.517 0.16 -0.27 0.50 -0.2561
H 1.122 3.208 -5.329 -0.21 0.02 -0.06 0.0792
H -0.665 3.179 -5.296 0.08 -0.16 -0.06 0.0757
H 0.191 2.781 -6.801 0.13 0.36 -0.01 0.0696
H -0.486 0.524 -7.592 -0.26 -0.15 0.06 0.0701
H -1.853 0.684 -6.443 0.34 -0.02 0.01 0.0821
H -0.930 -0.838 -6.520 0.06 0.27 0.03 0.0581
H 4.035 -0.799 -6.557 -0.08 -0.20 0.23 0.0602
H 4.672 -2.086 -5.492 -0.06 0.23 0.07 0.0584
H 4.700 -0.371 -4.976 0.07 -0.18 0.00 0.0543
H 2.649 1.129 -5.170 -0.40 -0.10 0.08 0.0868
H 2.125 0.256 -6.606 0.00 0.04 0.25 0.0696
H 2.245 -3.215 -6.252 -0.15 -0.06 0.07 0.0565
H 1.652 -1.740 -7.033 0.08 -0.11 0.14 0.0529
H 0.645 -2.554 -5.821 -0.02 -0.18 -0.09 0.0348
C 1.595 -0.486 7.567 0.14 -0.12 0.12 -0.0636
C 0.443 -0.757 6.633 -0.17 -0.06 0.02 -0.2439
C 0.094 -2.082 6.372 -0.14 -0.36 -0.33 -0.0781
C -0.931 -2.399 5.474 0.00 0.83 -0.16 -0.1000
C -1.620 -1.363 4.826 0.76 -0.20 0.76 -0.0307
C -1.303 -0.019 5.117 0.09 -0.41 0.11 -0.2154
N -1.944 0.952 4.366 0.00 -0.27 -0.36 0.0596
C -2.697 2.022 4.758 0.28 -0.08 0.34 -0.2081
C -3.106 2.247 6.092 -0.16 0.34 -0.19 -0.0455
C -3.855 3.388 6.394 0.25 -0.28 -0.33 -0.1003
C -4.184 4.304 5.387 0.00 0.04 -0.26 -0.1101
C -3.781 4.069 4.061 -0.09 -0.24 0.50 -0.0297
C -3.057 2.922 3.723 -0.19 -0.07 0.76 -0.0792
C -2.658 2.640 2.301 0.27 0.39 -0.37 -0.5592
O -2.904 3.535 1.480 0.14 -0.52 -0.31 -0.0137
O -2.060 1.509 2.027 -0.52 0.92 -0.81 -0.0758
C -0.262 0.292 6.028 -0.44 -0.54 -0.24 -0.1689
C 0.080 1.720 6.296 0.31 0.24 0.16 -0.0325
H 2.372 0.123 7.094 -0.10 -0.02 0.05 0.0775
H 1.278 0.032 8.478 0.03 -0.02 -0.13 0.0880
H 2.058 -1.429 7.864 -0.04 0.09 0.02 0.0696
H 0.659 -2.886 6.853 -0.22 0.24 -0.10 0.1003
H -1.202 -3.428 5.273 0.07 -0.02 0.06 0.0880
H -2.415 -1.572 4.120 -0.02 0.06 0.06 0.1014
H -1.903 0.928 3.253 -0.07 0.00 1.00 0.0593
H -2.828 1.523 6.866 -0.19 0.27 -0.29 0.1091
H -4.177 3.554 7.424 0.06 0.01 -0.28 0.0977
H -4.771 5.199 5.622 0.27 -0.36 -0.07 0.0917
H -4.037 4.776 3.276 0.06 -0.20 0.10 0.1084
H 0.214 2.284 5.369 -0.17 -0.03 -0.01 0.0940
H -0.706 2.216 6.870 0.06 0.05 -0.10 0.0741
H 1.002 1.802 6.870 -0.04 0.03 -0.04 0.0619
```
Forces are in eV/Å.

Values from the calculation:
energy above the lowest of the compared OMol25 structures with the same formula, charge and spin: 2.543 eV
frontier orbital gap (alpha / beta): 2.70 / 2.70 eV
HOMO (alpha / beta): -7.2 / -7.2 eV
net charge: +1

=====

Entry 4:
A cluster of 2 separate species, CBr2NO2 in total in a non-equilibrium geometry. Source: the OMol25 dataset; level of theory: the ωB97M-V functional and the def2-TZVPD basis.

The geometry in XYZ format:
```
6
Properties=species:S:1:pos:R:3:forces:R:3:nbo_charge:R:1
C -0.294 -0.253 -0.648 1.85 1.72 -0.58 1.0542
N 0.793 0.381 1.470 0.76 -1.21 -0.71 -0.8814
O -0.616 0.827 -0.958 -1.12 -0.59 0.19 -0.5525
O 0.227 -1.287 -0.605 -0.81 -1.16 0.16 -0.5440
Br 2.467 0.961 0.514 -0.60 0.26 0.60 -0.1073
Br -0.044 1.666 2.492 -0.08 0.99 0.34 0.0311
```
Forces are in eV/Å.

Values from the calculation:
energy above the lowest of the compared OMol25 structures with the same formula, charge and spin: 0.118 eV
frontier orbital gap: 6.73 eV
HOMO: -3.0 eV
net charge: -1

=====

Among the records above, which one has the lowest net charge?
CBr2NO2

=====

Which value of net charge does entry 1 give?
+1